Record 1
C45H48As2BaF5N3O8S2Si | ωB97M-V/def2-TZVPD

The geometry in XYZ format:
```
115
Properties=species:S:1:pos:R:3
Ba 0.959 -0.320 0.232
F 4.907 0.076 6.819
C 4.742 -0.030 5.497
C 3.447 -0.175 4.988
F 2.359 -0.275 5.801
C 3.262 -0.313 3.609
F 1.964 -0.368 3.130
C 4.319 -0.275 2.693
S 4.107 -0.442 0.977
C 5.603 -0.100 3.268
F 6.678 -0.166 2.453
C 5.804 0.090 4.623
F 7.050 0.387 5.062
C 2.211 0.564 -2.213
Si 2.115 2.378 -2.549
C 2.911 3.252 -0.971
N 1.997 3.402 0.141
C 2.553 3.018 1.457
C 1.461 3.139 2.519
C 0.933 4.601 2.626
C 0.399 5.017 1.257
C 1.509 4.833 0.194
C 3.050 3.027 -4.080
C 3.472 2.121 -5.065
C 4.214 2.583 -6.168
C 4.485 3.946 -6.310
C 4.013 4.862 -5.343
C 3.247 4.415 -4.284
C 0.349 3.048 -2.722
C -0.580 2.996 -1.686
C -1.877 3.464 -1.886
C -2.275 3.960 -3.124
C -1.374 3.913 -4.167
C -0.059 3.476 -3.998
H 3.190 0.135 -2.014
H 1.634 -0.057 -2.913
H 3.372 4.219 -1.233
H 3.713 2.550 -0.648
H 3.403 3.681 1.710
H 2.896 1.971 1.424
H 1.865 2.817 3.477
H 0.618 2.470 2.236
H 1.791 5.268 2.889
H 0.192 4.692 3.414
H 0.090 6.059 1.212
H -0.432 4.363 0.957
H 2.373 5.482 0.444
H 1.120 5.095 -0.793
H 3.250 1.056 -4.932
H 4.590 1.856 -6.881
H 5.051 4.333 -7.172
H 4.128 5.936 -5.443
H 2.775 5.126 -3.580
H -0.353 2.573 -0.723
H -2.532 3.527 -1.009
H -3.286 4.368 -3.286
H -1.672 4.291 -5.143
H 0.686 3.531 -4.805
C -0.984 -0.663 5.318
O -1.545 -1.306 4.144
C -1.597 -0.590 3.031
O -0.986 0.492 2.924
C -2.340 -1.167 1.903
C -2.985 -2.337 1.834
As -3.304 -3.458 0.200
C -5.273 -3.541 0.443
C -3.176 -2.338 -1.401
C -2.695 -1.076 -1.281
As -2.455 0.063 0.362
C -4.211 0.898 0.722
C -2.065 -0.267 -2.352
O -0.825 -0.149 -2.411
O -2.767 0.436 -3.237
C -4.197 0.296 -3.262
C -3.504 -2.994 -2.690
O -3.597 -2.475 -3.796
O -3.732 -4.311 -2.490
C -3.798 -5.038 -3.757
C -3.091 -3.271 3.025
O -2.419 -4.288 3.078
O -4.001 -3.104 4.026
C -4.966 -2.014 4.103
H -1.041 -1.433 6.086
H -1.594 0.213 5.572
H 0.042 -0.360 5.171
H -5.485 -3.983 1.423
H -5.706 -4.137 -0.370
H -5.686 -2.524 0.341
H -5.004 0.123 0.723
H -4.385 1.644 -0.060
H -4.199 1.380 1.719
H -4.438 -0.655 -3.755
H -4.592 1.141 -3.811
H -4.635 0.328 -2.239
H -3.819 -6.089 -3.491
H -2.897 -4.789 -4.373
H -4.710 -4.742 -4.262
H -5.553 -2.221 5.010
H -5.632 -2.048 3.245
H -4.478 -1.034 4.187
N 0.286 -7.894 1.290
C 1.351 -7.339 0.579
S 2.420 -8.257 -0.326
C 1.353 -5.857 0.597
C 2.329 -5.126 -0.165
C 2.282 -3.750 -0.153
N 1.343 -3.058 0.478
C 0.448 -3.721 1.226
C 0.375 -5.117 1.290
H 0.207 -8.905 1.267
H 0.131 -7.456 2.206
H 3.116 -5.674 -0.650
H 3.023 -3.202 -0.751
H -0.283 -3.143 1.790
H -0.475 -5.557 1.805
```

The HOMO energy is -6.139 eV. The energy relative to the best compared isomer or geometry (same formula, charge and spin) is 0.0 kJ/mol. As for the HOMO-LUMO gap: 4.290 eV. As for the charge: 0.



Record 2
C45H48AsI2N2OPSTi | ωB97M-V/def2-TZVPD

The geometry in XYZ format:
```
102
Properties=species:S:1:pos:R:3
Ti 0.006 -0.114 -0.245
I -2.678 4.117 5.296
C -2.329 2.973 3.597
C -3.078 1.827 3.368
C -2.825 1.059 2.236
I -3.928 -0.682 1.936
C -1.828 1.436 1.325
O -1.550 0.691 0.210
C -1.101 2.594 1.565
C -0.100 3.077 0.545
N 0.917 2.074 0.107
C 1.960 1.871 1.133
C 1.498 0.900 2.170
C 1.897 1.036 3.487
C 1.427 0.146 4.426
C 0.549 -0.836 4.025
C 0.203 -0.912 2.690
N 0.685 -0.082 1.753
C -1.350 3.355 2.700
H -3.853 1.527 4.063
H -0.621 3.398 -0.346
H 0.411 3.942 0.952
H 1.374 2.462 -0.694
H 2.841 1.485 0.656
H 2.240 2.807 1.613
H 2.554 1.855 3.763
H 1.730 0.232 5.469
H 0.121 -1.542 4.728
H -0.490 -1.653 2.337
H -0.767 4.257 2.880
S -0.431 -2.454 -0.147
C 1.054 -3.196 0.488
C 0.946 -4.353 1.267
C 2.083 -5.020 1.706
C 3.350 -4.551 1.365
C 3.466 -3.396 0.606
C 2.328 -2.712 0.181
As 2.440 -1.088 -0.879
C 2.913 -1.791 -2.608
C 3.058 -3.161 -2.794
C 3.418 -3.653 -4.044
C 3.644 -2.779 -5.101
C 3.495 -1.411 -4.913
C 3.110 -0.914 -3.672
C 4.156 -0.429 -0.242
C 4.401 -0.402 1.131
C 5.600 0.098 1.620
C 6.563 0.581 0.738
C 6.320 0.556 -0.628
C 5.117 0.052 -1.120
H -0.044 -4.732 1.510
H 1.981 -5.922 2.308
H 4.242 -5.082 1.688
H 4.447 -3.033 0.340
H 2.891 -3.846 -1.978
H 3.527 -4.724 -4.188
H 3.933 -3.166 -6.074
H 3.670 -0.726 -5.736
H 2.972 0.148 -3.545
H 3.672 -0.797 1.822
H 5.789 0.099 2.691
H 7.505 0.967 1.117
H 7.070 0.921 -1.321
H 4.952 0.022 -2.187
C -3.883 0.700 -2.582
C -2.589 1.390 -3.032
C -2.351 2.600 -2.116
C -2.736 1.961 -4.449
P -1.146 0.168 -2.878
C 0.058 1.046 -3.963
C 0.349 0.776 -5.298
C 1.221 1.582 -6.025
C 1.831 2.680 -5.433
C 1.553 2.975 -4.101
C 0.682 2.160 -3.387
C -1.630 -1.452 -3.725
C -2.550 -2.242 -2.750
C -2.382 -1.393 -5.060
C -0.324 -2.239 -3.958
H -4.659 1.466 -2.469
H -3.773 0.197 -1.616
H -4.245 -0.025 -3.313
H -3.208 3.277 -2.225
H -1.460 3.165 -2.404
H -2.285 2.316 -1.071
H -3.609 2.625 -4.455
H -2.890 1.208 -5.216
H -1.869 2.557 -4.734
H -0.106 -0.062 -5.803
H 1.422 1.346 -7.068
H 2.505 3.308 -6.006
H 2.005 3.843 -3.628
H 0.438 2.407 -2.367
H -3.601 -2.093 -3.001
H -2.433 -1.976 -1.706
H -2.335 -3.313 -2.835
H -3.346 -0.896 -4.975
H -2.585 -2.430 -5.356
H -1.828 -0.930 -5.875
H 0.177 -2.467 -3.034
H 0.382 -1.719 -4.611
H -0.582 -3.194 -4.436
```

Its spin multiplicity is 2. The HOMO energy (alpha / beta) is -10.098 / -10.399 eV. The energy relative to the best compared isomer or geometry (same formula, charge and spin) is 15.7 kJ/mol. As for the HOMO-LUMO gap (alpha / beta): 7.208 / 7.621 eV. As for the charge: +1.



Record 3
C45H48Cl2KN5O | ωB97M-V/def2-TZVPD

The geometry in XYZ format:
```
102
Properties=species:S:1:pos:R:3
K 0.006 0.353 -0.741
C 2.360 -5.070 -2.562
C 1.639 -5.348 -1.240
C 1.383 -4.086 -0.476
C 2.130 -3.543 0.527
C 3.318 -4.134 1.219
C 2.953 -4.755 2.570
C 1.500 -2.264 0.863
C 1.968 -1.349 1.826
C 1.437 -0.106 2.195
C 2.068 0.872 3.090
C 3.367 0.682 3.810
C 3.249 -0.209 5.045
C 1.260 1.966 3.091
C 0.142 1.651 2.194
C -0.891 2.537 1.832
C -1.926 2.369 0.898
N -2.141 1.263 0.165
C -3.165 1.490 -0.673
C -3.633 0.565 -1.621
C -3.104 -0.697 -1.960
N -1.950 -1.201 -1.498
C -1.789 -2.439 -1.996
C -0.720 -3.297 -1.693
C 0.313 -3.125 -0.754
N 0.433 -2.068 0.069
C -2.915 -2.761 -2.875
C -3.737 -1.671 -2.854
C -5.059 -1.502 -3.534
C -6.248 -1.787 -2.617
C -3.129 -4.062 -3.582
C -3.725 -5.143 -2.680
C -3.687 2.845 -0.447
C -2.909 3.397 0.521
C -2.984 4.774 1.100
C -3.642 4.814 2.478
C -4.749 3.510 -1.267
C -4.178 4.027 -2.591
N 0.289 0.407 1.714
C 1.508 3.280 3.765
C 2.200 4.283 2.844
H 2.529 -5.983 -3.141
H 1.775 -4.379 -3.170
H 3.325 -4.594 -2.374
H 0.697 -5.866 -1.445
H 2.232 -6.043 -0.636
H 3.787 -4.893 0.584
H 4.084 -3.366 1.374
H 2.227 -5.559 2.435
H 3.829 -5.162 3.084
H 2.491 -4.009 3.216
H 2.895 -1.632 2.320
H 4.103 0.253 3.122
H 3.772 1.657 4.098
H 2.859 -1.194 4.781
H 4.219 -0.349 5.532
H 2.560 0.224 5.774
H -0.856 3.508 2.318
H -4.531 0.857 -2.159
H -0.707 -4.240 -2.235
H -5.147 -0.481 -3.921
H -5.111 -2.158 -4.411
H -6.219 -1.139 -1.739
H -7.200 -1.624 -3.132
H -6.226 -2.817 -2.259
H -3.782 -3.909 -4.449
H -2.178 -4.423 -3.987
H -4.704 -4.839 -2.306
H -3.839 -6.092 -3.212
H -3.085 -5.310 -1.812
H -1.973 5.189 1.167
H -3.527 5.436 0.418
H -3.110 4.170 3.179
H -3.653 5.828 2.887
H -4.673 4.455 2.426
H -5.570 2.815 -1.469
H -5.196 4.339 -0.707
H -3.729 3.204 -3.149
H -4.940 4.498 -3.219
H -3.383 4.750 -2.401
H 0.561 3.703 4.118
H 2.113 3.122 4.665
H 1.602 4.471 1.952
H 2.373 5.239 3.348
H 3.162 3.897 2.501
Cl 1.830 5.528 -0.765
C 2.873 4.125 -0.700
C 4.197 4.316 -0.329
C 5.073 3.270 -0.250
Cl 6.734 3.563 0.242
C 4.646 1.956 -0.569
C 5.498 0.830 -0.557
C 4.999 -0.400 -0.881
C 3.639 -0.507 -1.218
N 2.828 0.519 -1.243
C 3.290 1.751 -0.928
C 2.293 2.858 -0.980
O 1.097 2.662 -1.248
H 4.532 5.317 -0.087
H 6.540 0.952 -0.290
H 5.629 -1.282 -0.874
H 3.203 -1.477 -1.441
```

The HOMO energy (alpha / beta) is -0.937 / -0.938 eV. The energy relative to the best compared isomer or geometry (same formula, charge and spin) is 0.0 kJ/mol. As for the HOMO-LUMO gap (alpha / beta): 5.137 / 5.137 eV. As for the charge: -2.



Record 4
C45H48N3O4PtS2Sb | ωB97M-V/def2-TZVPD

The geometry in XYZ format:
```
104
Properties=species:S:1:pos:R:3
Pt -0.696 0.111 0.318
C 1.617 -7.566 -2.167
C 1.186 -6.130 -2.147
C 0.123 -5.714 -1.353
C -0.241 -4.378 -1.295
C 0.459 -3.447 -2.039
C 1.500 -3.843 -2.860
C 1.860 -5.178 -2.909
S 0.032 -1.716 -1.960
O 1.234 -0.986 -1.565
O -0.419 -1.341 -3.304
N -1.058 -1.522 -0.849
C -2.441 -1.672 -1.167
C -3.249 -1.552 0.212
O -4.022 -2.454 0.457
O -2.969 -0.517 0.840
H 1.095 -8.141 -1.406
H 2.685 -7.643 -1.976
H 1.425 -8.019 -3.139
H -0.419 -6.434 -0.760
H -1.059 -4.064 -0.665
H 2.023 -3.098 -3.441
H 2.686 -5.480 -3.537
H -2.653 -2.628 -1.656
H -2.825 -0.850 -1.786
C 1.044 5.257 4.741
C -0.369 4.657 4.718
C -1.409 5.736 4.392
C -0.685 4.110 6.113
C -0.422 3.573 3.656
C -0.238 3.912 2.290
C -0.266 2.934 1.330
N -0.478 1.643 1.600
C -0.653 1.267 2.918
C -0.610 2.246 3.935
C -0.846 -0.119 3.137
C -1.328 -0.688 4.330
C -1.562 -2.034 4.450
C -1.272 -2.833 3.315
C -0.801 -2.242 2.174
N -0.565 -0.931 2.054
C -2.081 -2.594 5.762
C -3.398 -1.905 6.148
C -1.025 -2.327 6.846
C -2.338 -4.100 5.686
H 1.125 6.007 5.524
H 1.297 5.725 3.795
H 1.771 4.474 4.943
H -1.406 6.504 5.162
H -2.400 5.288 4.355
H -1.214 6.213 3.437
H -0.665 4.919 6.840
H 0.051 3.369 6.417
H -1.676 3.663 6.134
H -0.086 4.934 1.986
H -0.120 3.190 0.287
H -0.724 1.911 4.950
H -1.555 -0.021 5.147
H -1.435 -3.897 3.328
H -0.583 -2.845 1.302
H -3.252 -0.847 6.347
H -3.798 -2.367 7.050
H -4.130 -2.007 5.349
H -0.854 -1.261 6.968
H -0.082 -2.799 6.577
H -1.360 -2.731 7.799
H -3.122 -4.323 4.967
H -2.660 -4.463 6.659
H -1.437 -4.641 5.412
S -0.813 1.462 -1.609
Sb 0.706 0.908 -3.326
C 2.035 2.572 -2.994
C 2.446 2.924 -1.719
C 3.188 4.077 -1.525
C 3.519 4.879 -2.604
C 3.123 4.518 -3.880
C 2.382 3.365 -4.073
C 2.160 -0.349 -4.345
C 1.817 -1.021 -5.508
C 2.794 -1.698 -6.220
C 4.100 -1.721 -5.759
C 4.427 -1.085 -4.574
C 3.459 -0.391 -3.866
C -0.516 1.507 -4.982
C -1.861 1.757 -4.757
C -2.679 2.181 -5.789
C -2.152 2.364 -7.054
C -0.808 2.116 -7.285
C 0.009 1.684 -6.252
H 2.177 2.293 -0.879
H 3.499 4.358 -0.530
H 4.084 5.786 -2.451
H 3.378 5.141 -4.726
H 2.058 3.087 -5.064
H 0.788 -1.015 -5.846
H 2.536 -2.201 -7.140
H 4.863 -2.233 -6.328
H 5.442 -1.120 -4.204
H 3.707 0.114 -2.938
H -2.271 1.624 -3.765
H -3.725 2.374 -5.602
H -2.787 2.699 -7.860
H -0.398 2.264 -8.273
H 1.056 1.489 -6.449
```

The HOMO energy is -6.736 eV. As for the HOMO-LUMO gap: 6.005 eV. As for the charge: 0.